No. 1
107
Properties=species:S:1:pos:R:3:forces:R:3:lowdin_spin:R:1 method="wB97M-V/def2-TZVPD" charge=+1 multiplicity=3 de_lowest_kj_mol=0.0 orbital_gap_ev="5.61 / 2.30" s_squared=2.0318
Co 1.1712 -0.8413 0.1627 -0.0902 0.2618 -1.6826 0.9551
O -3.0859 -0.4085 0.2674 -0.7252 -0.8456 1.0460 -0.0008
C -3.4073 -1.6248 0.8119 -1.3887 0.7249 -1.1833 -0.0010
C -4.7738 -2.0136 0.9941 2.4133 -1.4515 -0.0748 0.0003
C -5.0165 -3.3487 1.3713 -1.7996 1.1815 0.1938 -0.0011
C -3.9996 -4.2448 1.6504 1.3636 -1.1213 0.3354 0.0002
C -2.6853 -3.9294 1.3310 -0.5079 0.7080 0.5985 -0.0010
C -2.4286 -2.6016 0.9730 1.0349 0.2369 -0.2153 -0.0003
C -1.0738 -2.1925 0.6749 0.3611 0.5628 -0.4368 -0.0050
O -0.8254 -0.9386 0.3320 1.5134 -1.6752 0.7109 -0.0034
N -0.1259 -3.1281 0.6889 -3.6670 -1.6933 0.8549 -0.0090
N 0.9600 -2.6860 0.2450 6.2641 -0.3407 -1.5762 -0.0178
C 2.0315 -3.4624 -0.0695 -2.0265 0.6457 1.4646 0.0147
C 3.2320 -2.7136 -0.3302 0.3410 0.9079 -0.2901 0.0004
C 4.5279 -3.2079 -0.5452 -0.5765 -1.1676 0.4473 0.0038
C 5.5614 -2.3110 -0.7795 0.4453 0.4914 -0.1614 0.0003
C 5.2660 -0.9542 -0.8338 0.1421 -0.4293 -0.4604 0.0033
C 3.9403 -0.5483 -0.6849 1.0616 2.4304 -0.1647 -0.0003
N 2.9805 -1.3672 -0.3692 -0.3582 -0.8842 0.0299 -0.0061
H -2.0227 -0.3991 0.1951 -1.4434 0.0552 0.1143 0.0000
H -5.4908 -1.3161 0.6739 -1.1410 0.5699 -0.1019 0.0000
H -6.0822 -3.7015 1.4661 1.2288 0.5114 0.0342 -0.0001
H -4.1433 -5.1865 2.1931 -0.4908 0.2005 -0.7322 0.0000
H -1.8198 -4.5977 1.3983 -0.6418 0.1325 0.1774 -0.0001
H 2.0659 -4.5562 0.0548 -0.4772 0.6339 -0.0769 0.0007
H 4.7053 -4.3072 -0.4465 -0.1682 1.1202 -0.2730 0.0001
H 6.6111 -2.6042 -0.9667 -0.8426 -0.1597 0.2895 -0.0001
H 6.0650 -0.2533 -1.0610 -0.3734 0.0570 0.0768 0.0001
H 3.6622 0.5324 -0.8045 0.3407 -1.2710 0.2786 -0.0003
F 1.4109 1.0888 -0.6165 0.1397 0.9493 0.6455 0.0051
P 1.7748 2.8114 -0.2885 -0.7506 0.2149 -0.1525 0.0003
F 0.3246 3.1304 -0.9218 0.3313 -0.1228 0.4244 0.0006
F 2.0736 4.3930 -0.0854 -0.0102 -1.0345 0.3590 0.0000
F 3.1747 2.3304 0.3606 -0.5549 0.3132 -0.2960 0.0000
F 2.4383 2.8515 -1.7396 0.0255 -0.2610 0.2011 0.0002
F 1.0579 2.6859 1.1929 0.3409 -0.0022 -1.1889 0.0000
S -3.7538 4.6609 -0.4213 -0.0032 0.0052 0.0918 0.8214
C -5.0032 4.8666 0.6821 -2.0493 0.7777 1.7263 0.1073
N -5.1807 4.2569 1.8603 -0.4360 0.9779 -1.9569 0.0107
C -6.4853 4.4419 2.5796 1.3776 0.1115 0.7799 0.0023
C -7.3278 5.4603 1.8422 0.4936 0.6489 -0.6870 0.0115
S -6.3266 6.0570 0.4494 1.3237 -0.4562 -0.9081 0.0374
H -4.5099 3.5629 2.0863 0.3640 -0.8920 0.7268 0.0050
H -6.2457 4.7991 3.5878 -0.0426 -0.1211 -0.1908 0.0003
H -6.9334 3.4700 2.6709 -0.3989 -0.3509 -0.0787 0.0000
H -7.5500 6.3778 2.3973 -0.0470 -0.4913 0.2105 0.0025
H -8.2176 5.0744 1.3780 -0.4118 -0.3323 0.2144 0.0001
C 2.0218 0.4738 6.6751 1.1176 -0.6604 -0.3744 0.0002
N 1.4141 0.1421 5.4019 0.6367 0.4658 -1.4970 0.0012
N 2.0858 0.2577 4.1541 0.5550 -0.6562 1.2954 0.0028
C 1.2128 -0.0906 3.1549 -0.6903 0.4156 -0.7933 0.0047
O 1.6111 -0.0793 1.9577 -0.1018 -0.1977 1.1508 0.0252
C -0.0847 -0.3209 3.7637 1.4569 0.6612 2.0929 0.0006
C 0.1266 -0.1600 5.1603 0.1657 -0.5423 -1.4172 -0.0002
C -0.8087 -0.3983 6.3039 0.5010 -1.6269 -0.4926 -0.0001
C 3.3306 1.0205 4.0063 -0.2452 -0.1725 0.1954 0.0001
C 4.4963 0.7972 4.7506 -0.9292 -0.2273 -0.2804 0.0001
C 5.4902 1.7842 4.7416 -1.2478 0.1049 -0.0211 0.0000
C 5.2205 3.0048 4.1196 0.2273 -0.3796 -0.6883 0.0001
C 4.1051 3.1615 3.2909 0.8209 -0.3814 0.7945 0.0000
C 3.2385 2.1086 3.1561 -2.0304 0.1815 -0.3812 0.0002
H 1.4467 -0.1235 7.3691 0.2426 0.1783 0.5499 0.0001
H 1.9571 1.5436 6.8896 0.0780 -0.1322 0.0464 0.0000
H 3.1046 0.1319 6.6984 -1.5714 0.4992 0.0575 0.0000
H -1.0567 -0.3847 3.3185 0.0199 -0.3894 -0.3787 0.0002
H -0.7983 -1.4732 6.6318 -0.0602 0.7890 -0.6050 0.0000
H -1.7870 -0.1405 5.9824 -0.9727 0.1095 -0.0978 0.0000
H -0.5579 0.1327 7.1830 0.1698 0.9140 0.7238 0.0000
H 4.5279 -0.1297 5.3269 0.5202 0.3510 -0.1338 0.0000
H 6.3697 1.6297 5.3203 0.6084 -0.0045 0.2429 0.0000
H 5.9296 3.8155 4.1285 0.2174 0.0788 0.3839 0.0000
H 3.8965 4.1220 2.8651 0.0328 0.1567 -0.5963 0.0000
H 2.3610 2.1457 2.4713 0.9744 0.2040 0.9993 0.0000
C -3.9819 -2.4923 -4.0497 -0.2087 0.6652 -1.3262 0.0004
C -3.5573 -1.3574 -4.7694 0.6384 0.1529 0.8949 0.0000
C -2.3035 -0.7887 -4.4963 0.4701 -1.2714 0.5777 0.0009
C -1.4510 -1.4248 -3.5499 -1.6111 0.3430 0.4164 0.0024
C -1.9181 -2.5216 -2.8417 0.7902 -0.8342 0.7079 0.0006
C -3.1496 -3.0618 -3.1259 -0.5706 -2.5499 0.6314 -0.0001
P 0.1814 -0.8996 -3.0419 0.1738 1.0632 0.2533 0.0160
C 1.0610 -1.8281 -4.3400 -0.5316 0.6900 0.4467 0.0020
C 0.7769 -1.6295 -5.6806 0.4076 0.4059 -0.3689 0.0005
C 1.3915 -2.3769 -6.6512 -0.3605 -0.0719 -1.2110 0.0002
C 2.1907 -3.4928 -6.3489 0.1715 1.2099 0.6727 -0.0001
C 2.4697 -3.6761 -4.9913 0.4039 -0.2796 0.6287 0.0000
C 1.8995 -2.8380 -3.9766 1.0975 -1.7138 -2.1129 0.0000
C 0.1351 0.8709 -3.5899 -0.0266 1.1264 -0.8325 0.0009
C -0.8707 1.8309 -3.2508 1.0446 -0.6705 0.4714 0.0011
C -0.6221 3.1629 -3.5698 -1.4210 1.1871 -0.0592 0.0000
C 0.4600 3.6168 -4.3167 -0.0504 0.3381 0.1018 0.0009
C 1.4029 2.7021 -4.6976 0.1360 -0.2665 -0.6004 0.0000
C 1.1950 1.3565 -4.3686 1.2421 -1.2009 -0.4518 0.0012
H -4.9241 -2.9639 -4.3322 0.2015 0.1468 0.2405 0.0000
H -4.2130 -0.9184 -5.4994 -0.0921 0.1248 -0.2323 0.0000
H -1.8625 0.0636 -4.9997 -0.5596 0.0658 -0.2195 0.0000
H -1.2850 -3.0596 -2.0758 -0.5542 0.8231 -0.9318 0.0000
H -3.4069 -4.0944 -2.7138 0.1698 1.7116 -0.2345 0.0000
H 0.1517 -0.8060 -5.9950 -0.1030 0.0488 0.0890 0.0001
H 1.2165 -2.0256 -7.6874 0.1748 -0.7117 0.5569 0.0000
H 2.6447 -4.0216 -7.1866 -0.0004 -0.2083 0.5578 0.0000
H 3.2033 -4.4320 -4.6201 -0.8068 0.4638 -0.6312 0.0000
H 2.1636 -3.1173 -2.9880 0.0083 0.2913 0.9674 0.0000
H -1.7550 1.5146 -2.6684 0.5378 0.3536 -0.3591 0.0000
H -1.3161 3.9847 -3.2851 0.1371 -0.9807 -0.0057 -0.0002
H 0.5764 4.6716 -4.6391 -0.2637 -0.7591 0.5660 0.0000
H 2.2335 3.0992 -5.3006 -0.2092 -0.8220 0.2876 0.0000
H 1.8904 0.5750 -4.7804 -0.4145 1.0638 0.5900 0.0000


No. 2
103
Properties=species:S:1:pos:R:3:forces:R:3:mulliken_charge:R:1 method="wB97M-V/def2-TZVPD" de_lowest_kj_mol=47.9 orbital_gap_ev=6.29
Ba -0.3745 0.2356 -0.0816 -0.3550 -1.3077 0.2457 0.6597
C -3.7723 0.0510 5.1769 -0.0321 -0.0100 0.0818 -0.9160
N -3.3507 0.5724 3.8936 0.0103 0.0002 -0.1466 0.3137
C -4.0765 1.4223 3.1086 -0.1191 0.0498 0.1141 -0.7203
C -3.3487 1.6106 1.9671 -0.1769 0.0664 0.1137 -0.9261
N -2.1998 0.8942 2.0458 0.2837 -0.0352 -0.1022 1.6032
C -2.2186 0.2613 3.2015 0.3036 -0.1299 0.0280 -1.0312
P -1.1032 -1.0625 3.7828 -0.0262 0.0005 0.0561 -0.7497
C 0.5656 -0.4147 3.4298 -0.3044 0.0303 -0.0705 -0.0331
N 0.8960 0.4724 2.5164 -0.2124 0.1608 -0.1451 0.9115
C 2.2439 0.6305 2.5961 0.0254 -0.0772 0.1424 -0.7054
C 2.7368 -0.1671 3.5862 0.1420 -0.0020 0.0121 -1.2360
N 1.6657 -0.8200 4.1246 -0.0010 0.0467 -0.1286 0.2859
C 1.7499 -1.8382 5.1445 -0.0059 -0.0770 0.1365 -0.9882
C -1.4166 -2.2678 2.4370 -0.0561 0.4105 0.0301 0.2090
N -1.9301 -1.9734 1.2572 0.0649 0.2426 0.0712 0.0313
C -2.1582 -3.1571 0.6333 -0.0193 -0.2675 -0.0989 -0.9911
C -1.7753 -4.1875 1.4436 0.0284 -0.0792 0.0016 -0.5064
N -1.3160 -3.6137 2.5973 -0.0296 0.0256 -0.1432 0.2705
C -0.7269 -4.3226 3.7077 0.0349 -0.0806 0.1269 -0.8872
H -4.5925 0.6664 5.5400 0.0128 -0.0393 0.0267 0.3358
H -2.9485 0.0995 5.8861 -0.0447 -0.0387 0.0135 0.3491
H -4.1115 -0.9806 5.0816 0.0048 0.0200 0.0485 0.2981
H -5.0303 1.7977 3.4345 -0.0325 0.0462 -0.0371 0.4782
H -3.5962 2.1895 1.0934 0.0048 0.0390 -0.0391 0.4446
H 2.7779 1.2743 1.9211 0.0625 0.0727 -0.0504 0.5980
H 3.7369 -0.3534 3.9350 0.0474 0.0196 -0.0085 0.6319
H 2.4453 -1.5155 5.9184 -0.0036 -0.0516 -0.0174 0.3695
H 2.0933 -2.7796 4.7140 -0.0066 0.0001 0.0460 0.2905
H 0.7682 -1.9760 5.5946 0.0421 -0.0252 0.0020 0.3739
H -2.5918 -3.2053 -0.3523 0.0136 0.0257 0.0083 0.7776
H -1.7778 -5.2553 1.3135 -0.0169 -0.0238 -0.0359 0.5072
H -1.2506 -5.2672 3.8462 0.0540 0.0070 0.0088 0.3726
H -0.8392 -3.7264 4.6125 0.0300 -0.0352 -0.0126 0.3282
H 0.3306 -4.5136 3.5206 -0.0147 -0.0174 0.0440 0.2602
S 1.9078 -2.1294 0.3703 0.1049 0.5478 -0.3177 -0.2410
C 2.7088 -0.8336 -0.4637 -0.2848 -0.6305 0.2775 0.1655
N 2.1720 0.2653 -0.9404 0.1629 -0.4372 0.2975 1.0408
C 3.0923 1.0571 -1.5835 -0.0162 0.1704 -0.1712 -1.4327
C 2.7790 2.2583 -2.2186 0.1538 -0.0138 -0.0266 -0.5916
C 3.7886 2.9431 -2.8635 0.1007 -0.0065 -0.0021 -0.7605
C 5.0965 2.4446 -2.8807 -0.0964 0.1748 -0.0772 -0.5692
C 5.4123 1.2522 -2.2569 0.0704 -0.0091 -0.0053 -0.4878
C 4.4009 0.5563 -1.6061 0.0305 0.2119 -0.1245 0.9754
S 4.4334 -0.9635 -0.7767 0.1102 -0.0519 0.0165 -0.4545
H 1.7590 2.6180 -2.2189 -0.0582 -0.0258 0.0337 0.6377
H 3.5614 3.8698 -3.3746 0.0276 0.0161 -0.0187 0.4269
H 5.8701 2.9976 -3.3974 0.0171 -0.0039 -0.0023 0.3881
H 6.4275 0.8788 -2.2917 -0.0072 -0.0686 0.0422 0.4309
S -2.3201 1.2881 -2.1275 -0.1375 -0.0434 -0.3209 -0.1480
C -3.0505 0.1998 -3.3129 0.1987 0.1739 0.2359 0.5296
C -4.2612 0.5580 -3.9087 -0.1529 0.0883 -0.0327 -0.6152
C -4.8705 -0.2435 -4.8541 -0.0672 -0.0342 -0.0680 -0.5417
C -4.2849 -1.4394 -5.2440 0.1116 -0.0878 0.0233 -0.8510
C -3.0759 -1.8123 -4.6709 -0.2005 -0.0175 -0.1444 -0.4173
C -2.4581 -1.0070 -3.7230 0.2042 -0.1971 0.0556 -0.3758
As -0.7949 -1.5586 -2.8625 -0.0074 0.1949 -0.1196 0.9224
C -0.5444 -3.3620 -3.5611 0.0074 -0.0300 -0.0730 -0.3195
C -0.1514 -3.6120 -4.8741 -0.0471 0.0731 -0.0191 0.0144
C 0.0150 -4.9110 -5.3253 0.0209 0.0036 -0.0802 -0.6743
C -0.2037 -5.9793 -4.4689 -0.0004 -0.0978 0.0272 -0.5113
C -0.5774 -5.7436 -3.1560 -0.0144 0.0137 0.0395 -0.4847
C -0.7407 -4.4402 -2.7047 0.0320 0.0170 0.0601 -0.6967
C 0.5316 -0.6540 -3.9871 -0.2210 -0.0056 0.0962 0.4947
C 0.2148 0.4738 -4.7355 0.0027 -0.0402 0.0575 -0.4666
C 1.2024 1.1128 -5.4730 -0.0445 0.0719 -0.0406 -0.7959
C 2.5033 0.6342 -5.4693 -0.0001 0.0668 -0.0613 -0.5268
C 2.8201 -0.4874 -4.7190 0.1137 -0.0523 0.0438 -0.7125
C 1.8401 -1.1245 -3.9761 0.0744 -0.0614 0.1160 -0.0327
H -4.7244 1.4898 -3.6125 0.0110 0.0277 0.0300 0.4382
H -5.8123 0.0718 -5.2864 -0.0182 -0.0194 -0.0295 0.3479
H -4.7542 -2.0768 -5.9816 -0.0255 0.0044 -0.0152 0.3978
H -2.6149 -2.7467 -4.9687 -0.0211 0.0316 0.0043 0.3438
H 0.0287 -2.7824 -5.5482 -0.0124 -0.0112 0.0107 0.5050
H 0.3183 -5.0900 -6.3488 0.0058 -0.0018 -0.0156 0.3938
H -0.0709 -6.9939 -4.8221 0.0000 -0.0116 -0.0035 0.3682
H -0.7308 -6.5715 -2.4756 0.0031 -0.0248 0.0001 0.3952
H -0.9914 -4.2636 -1.6643 0.0003 0.0224 -0.0510 0.3064
H -0.7968 0.8618 -4.7340 0.0058 -0.0223 0.0047 0.3601
H 0.9449 1.9937 -6.0485 0.0329 0.0037 -0.0186 0.3960
H 3.2695 1.1401 -6.0421 0.0268 0.0073 -0.0070 0.3845
H 3.8355 -0.8638 -4.6948 0.0126 0.0216 -0.0189 0.3770
H 2.1075 -1.9924 -3.3792 -0.0522 0.0241 -0.0110 0.4910
C 1.4352 4.0627 6.3342 0.0293 0.0212 0.1285 -1.5004
C 0.9015 4.0227 4.9339 -0.0714 -0.0042 -0.0514 0.9381
C -0.4664 4.0294 4.6929 -0.0228 -0.0035 -0.0372 -0.7196
C -0.9621 3.9663 3.3967 0.1001 -0.0107 0.0794 -0.6097
C -0.0724 3.9143 2.3379 -0.0933 0.0951 0.0916 0.6566
C 1.2974 3.9019 2.5544 0.0064 -0.0080 -0.0458 -0.7642
C 1.7735 3.9590 3.8467 0.0676 0.0035 0.0341 -0.5821
S -0.7426 3.7213 0.7130 0.2770 -0.3058 -0.5818 0.5199
C -0.1680 5.2232 -0.0790 0.0149 0.1111 0.1737 -1.2685
O 0.1024 2.6500 0.0495 -0.1348 1.2727 0.3222 -0.2129
H 0.6257 4.1471 7.0571 0.0017 -0.0003 0.0331 0.3741
H 2.1056 4.9110 6.4778 0.0081 0.0123 -0.0155 0.3601
H 2.0024 3.1598 6.5653 0.0072 -0.0227 -0.0225 0.2983
H -1.1552 4.0705 5.5278 -0.0106 -0.0026 0.0139 0.3446
H -2.0288 3.9302 3.2164 -0.0326 0.0075 -0.0304 0.4093
H 1.9778 3.8072 1.7183 0.0155 0.0099 -0.0556 0.3025
H 2.8421 3.9362 4.0203 0.0349 0.0010 0.0268 0.4092
H 0.9202 5.2471 -0.0517 0.0122 -0.0475 0.0305 0.3508
H -0.5875 6.0881 0.4315 -0.0285 0.0192 0.0306 0.4144
H -0.5165 5.1898 -1.1079 -0.0458 -0.0760 -0.0425 0.4456


Number 1: molecular weight 1013.873 g mol⁻¹. Number 2: molecular weight 1069.379 g mol⁻¹.